117
Properties=species:S:1:pos:R:3 method="wB97M-V/def2-TZVPD" charge=+3
N 2.6324 1.1060 -3.5606
H 2.4249 0.4854 -2.7163
H 2.5796 2.0437 -3.1535
H 1.9864 1.0394 -4.3452
H 3.6252 1.1018 -3.8350
N 5.1986 -0.8745 -1.4482
H 5.9817 -1.0969 -0.8213
H 4.2891 -0.5644 -0.9751
H 5.0014 -1.6601 -2.0798
H 5.5338 -0.1310 -2.0668
N 0.0118 -1.0351 -4.4331
H -0.4402 -0.7287 -5.3055
H 0.9857 -1.2932 -4.5978
H -0.4652 -1.8907 -4.0740
H 0.0401 -0.2138 -3.6992
N 3.4695 2.6963 0.4775
H 2.8508 3.1425 1.1623
H 3.5886 3.2875 -0.3481
H 3.1408 1.7713 -0.0121
H 4.3638 2.6233 0.9825
N 0.4859 3.7248 -3.2996
H 0.5402 3.7366 -4.3202
H 0.2623 2.7037 -2.9759
H -0.1674 4.3979 -2.8474
H 1.4236 3.9401 -2.9614
O 2.7274 0.3911 -0.7967
C 1.4151 -0.1099 -0.6467
C 0.1441 0.6450 -1.1158
O 0.0069 0.9960 -2.4469
H 1.1998 -0.3160 0.4091
H 1.3242 -1.1041 -1.1246
H 0.0546 1.5725 -0.5214
H -0.6367 -0.0525 -0.7726
C 1.7765 -5.1215 -1.2733
C 0.8751 -4.3696 -2.2664
O -0.1186 -5.2418 -2.7549
C -1.0877 -4.7226 -3.4544
O -1.1137 -3.6282 -3.9276
C -2.2406 -5.7175 -3.6854
F -2.0198 -6.8655 -3.0855
F -3.3486 -5.2081 -3.1627
F -2.3929 -5.9014 -4.9695
H 2.4588 -5.7507 -1.8399
H 1.0803 -5.7528 -0.7211
H 2.3630 -4.4227 -0.6860
H 1.5498 -4.0118 -3.0635
H 0.4686 -3.4409 -1.8537
C -4.0707 -2.1207 -3.2611
C -3.4155 -0.7914 -2.9138
O -3.9839 0.2624 -3.7117
C -3.4544 0.3999 -4.8813
O -2.6963 -0.3711 -5.3970
C -3.9560 1.6442 -5.6398
F -3.3368 1.7795 -6.7902
F -5.2670 1.5667 -5.8579
F -3.6725 2.7214 -4.8814
H -3.9401 -2.8903 -2.5003
H -3.7550 -2.4663 -4.2439
H -5.1567 -2.0056 -3.3259
H -2.3424 -0.8590 -3.0744
H -3.6250 -0.5850 -1.8807
C 6.3065 -0.4184 2.6804
C 4.8239 -0.7482 2.6911
O 4.1310 -0.2583 3.8481
C 3.8181 1.0043 3.9173
O 4.0995 1.8550 3.1147
C 2.9610 1.3069 5.1578
F 2.8938 0.3000 6.0035
F 3.4503 2.3628 5.7693
F 1.7275 1.5628 4.7080
H 6.7582 -0.7192 3.6226
H 6.4315 0.6592 2.5774
H 6.7874 -0.9517 1.8588
H 4.6590 -1.8254 2.7764
H 4.2878 -0.5229 1.7559
C 1.7311 -2.7512 2.4546
C 0.6471 -1.8111 2.9036
O 0.3928 -2.1748 4.2682
C -0.5860 -1.5419 4.8864
O -1.1574 -0.6207 4.4151
C -0.8262 -2.0288 6.3328
F -0.7582 -0.9758 7.1272
F -2.0198 -2.5959 6.4380
F 0.0936 -2.8955 6.7096
H 1.9939 -2.5958 1.4050
H 1.4643 -3.8005 2.5486
H 2.5941 -2.5321 3.0817
H -0.3014 -1.9391 2.3812
H 0.9346 -0.7582 2.9389
C -0.8679 3.7638 3.0164
C -0.5958 4.2288 1.5968
O -1.8280 4.0554 0.8552
C -1.8489 4.2917 -0.4097
O -0.9835 4.7655 -1.0851
C -3.2365 4.0217 -1.0129
F -3.6286 2.7667 -0.7836
F -4.1296 4.8566 -0.5197
F -3.1688 4.2093 -2.3284
H -1.5082 4.4721 3.5309
H 0.0878 3.8072 3.5438
H -1.2252 2.7394 2.9867
H 0.2148 3.6196 1.1873
H -0.3711 5.2932 1.5558
C -2.6782 -0.2003 1.4615
C -3.7438 -0.2788 2.5260
O -3.7871 1.0138 3.1579
C -4.8562 1.2495 3.9108
O -5.7827 0.5317 4.0515
C -4.8178 2.6415 4.5889
F -5.5671 3.4666 3.8584
F -5.3243 2.5775 5.8072
F -3.5762 3.1327 4.6573
H -1.7731 0.3710 1.6803
H -3.1133 0.2915 0.5897
H -2.2870 -1.1723 1.1457
H -3.3974 -0.9660 3.3007
H -4.7013 -0.5983 2.1305

---

94
Properties=species:S:1:pos:R:3 method="wB97M-V/def2-TZVPD" e_above_lowest_ev=0.7097
C -6.5756 -5.0736 1.1108
O -6.8502 -6.1873 0.6724
N -5.4372 -4.5148 0.9748
C -5.2664 -3.0952 1.2478
C -4.3135 -5.0888 0.1923
H -7.2327 -4.4029 1.6858
H -5.3046 -2.4389 0.3784
H -4.3227 -3.0643 1.7925
H -5.9636 -2.7361 2.0048
H -3.9011 -4.5144 -0.6372
H -3.5399 -5.2716 0.9381
H -4.5910 -6.0796 -0.1673
C -1.8855 -1.1821 -0.6920
O -2.7793 -2.0152 -0.6611
N -1.4269 -0.6842 0.4772
C -0.4211 0.3887 0.5156
C -1.8069 -1.2222 1.7869
H -1.4139 -0.7738 -1.5993
H -0.7017 1.1003 -0.2610
H 0.5743 0.0297 0.2541
H -0.5080 0.9011 1.4737
H -2.1414 -2.2595 1.7945
H -0.9380 -1.2414 2.4447
H -2.6592 -0.6615 2.1708
O -4.1320 2.7648 2.6633
C -4.7092 2.0755 1.8172
O -4.4843 2.2780 0.5214
C -3.5394 3.2057 0.1210
C -3.6497 3.4535 -1.3560
C -5.7339 0.9793 2.1458
H -2.5493 2.9059 0.4646
H -3.7155 4.1660 0.6056
H -2.8862 4.1321 -1.7365
H -4.5719 3.9392 -1.6748
H -3.4922 2.5380 -1.9262
H -6.6531 1.5114 2.3909
H -5.3161 0.2889 2.8785
H -5.9468 0.4418 1.2217
O -0.2955 1.6317 -3.0302
C 0.0437 2.7641 -3.5021
O 0.8483 3.0604 -4.5463
C 1.4527 2.0701 -5.3480
C 2.2953 2.8195 -6.3733
C -0.3390 4.0703 -2.7863
H 0.8285 1.3618 -5.8927
H 2.0394 1.5502 -4.5906
H 3.3225 2.8478 -6.0097
H 1.8677 3.7736 -6.6813
H 2.2670 2.2067 -7.2743
H -0.8907 3.7717 -1.8950
H -0.9548 4.6899 -3.4382
H 0.5758 4.6204 -2.5656
O 1.1644 2.6993 -0.2629
C 1.6728 3.4433 0.5758
O 2.9887 3.8781 0.5784
C 3.9771 3.2836 -0.2524
C 5.1747 4.1557 -0.1674
C 0.9644 4.1074 1.7471
H 3.6643 3.1969 -1.2929
H 4.2029 2.3276 0.2199
H 5.3950 4.2972 0.8906
H 5.2427 5.1138 -0.6826
H 5.9428 3.4871 -0.5561
H -0.0057 4.5179 1.4670
H 1.5717 4.7670 2.3669
H 0.6717 3.2406 2.3397
O 7.5963 0.1387 -2.5523
C 6.5478 0.7613 -2.6203
O 5.3218 0.3257 -2.1450
C 5.1339 -1.0234 -1.5862
C 3.6521 -1.3138 -1.1915
C 6.5329 2.1446 -3.1853
H 5.7058 -1.0092 -0.6585
H 5.5009 -1.8936 -2.1304
H 3.6278 -1.8044 -0.2185
H 3.2371 -1.9723 -1.9546
H 3.0139 -0.4309 -1.2286
H 6.0221 1.8669 -4.1072
H 7.5074 2.4879 -3.5326
H 5.9773 2.9390 -2.6869
O 0.5633 -3.5013 2.6858
C 0.3904 -4.6875 3.0863
O 0.7220 -5.2551 4.3128
C 1.1502 -4.3250 5.3606
C 1.7375 -5.1964 6.4233
C -0.5207 -5.5113 2.2242
H 0.3130 -3.6762 5.6179
H 1.8916 -3.5957 5.0344
H 2.0277 -4.6655 7.3299
H 2.6549 -5.7348 6.1854
H 1.0767 -6.0297 6.6619
H -0.9876 -5.0732 1.3421
H -1.3457 -6.0112 2.7316
H 0.0467 -6.2998 1.7299

---

Number 1: HOMO -0.5739 Ha, molar mass 1002.7 Da. Number 2: HOMO -0.3260 Ha, molar mass 586.7 Da.